Below is 10 unconnected molecules or ions with the total composition C23H38Cl18F9O2Si at a distorted geometry, with properties calculated with ωB97M-V with the def2-TZVPD basis set.

Last column: Löwdin charge in e.
Atoms and positions in Å:
O 4.07387 -1.33567 -4.71805  -0.21
C 4.23157 -1.46991 -6.03975  -0.58
O 5.59032 -1.92536 -6.48434  -0.34
Si 2.83085 -1.06020 -7.35240  0.82
C 1.79393 0.41492 -6.62258  -0.30
F 1.37362 1.38788 -7.69142  -0.11
F 2.76660 1.19181 -5.76589  -0.05
C 0.57559 -0.04655 -5.62932  -0.13
F 1.11544 -0.93208 -4.56775  0.02
F 0.10487 1.20118 -4.91932  -0.01
C -0.70665 -0.74649 -6.37010  -0.11
F -1.92267 0.04469 -5.95010  -0.19
F -0.68500 -0.70334 -7.84966  0.01
C -1.00748 -2.29720 -5.93100  -0.13
F -2.23317 -2.71517 -6.70910  -0.01
F -1.39311 -2.46238 -4.49110  0.04
F 0.09208 -3.24426 -6.26519  0.04
H 3.54518 -0.70938 -8.57887  -0.03
H 2.05130 -2.26640 -7.60072  -0.04
Cl -2.91703 -1.73001 -10.08961  0.55
C -4.53837 -1.60781 -9.36139  -0.66
C -4.76671 -0.26265 -8.69101  -0.63
Cl -3.76865 -0.06146 -7.22926  0.72
H -4.65660 -2.43583 -8.65534  0.07
H -5.25994 -1.74654 -10.17195  0.07
H -5.81078 -0.17719 -8.37533  0.07
H -4.54731 0.56830 -9.36890  0.07
Cl 3.13949 -0.95767 0.73863  0.51
C 2.40580 -1.47453 -0.80038  -0.64
C 1.23319 -0.59421 -1.20160  -0.64
Cl -0.16659 -0.80412 -0.11998  0.55
H 2.10736 -2.52274 -0.69896  0.07
H 3.19116 -1.41663 -1.55985  0.08
H 0.89723 -0.85888 -2.20863  0.05
H 1.50611 0.46582 -1.20179  0.07
Cl 0.08063 -4.42968 2.34403  0.56
C -0.69854 -2.88395 2.76542  -0.67
C -1.66272 -3.02632 3.93207  -0.69
Cl -3.10529 -3.97809 3.50026  0.53
H -1.20087 -2.50214 1.87100  0.03
H 0.10315 -2.18751 3.02848  -0.01
H -2.01681 -2.03928 4.24418  -0.01
H -1.18582 -3.50456 4.79346  0.00
Cl -0.87008 3.11053 -8.25908  0.57
C -0.45523 4.39724 -7.09881  -0.65
C -1.16875 4.22210 -5.76794  -0.66
Cl -2.92323 4.49900 -5.90373  0.53
H -0.69348 5.36054 -7.56075  0.06
H 0.62753 4.35052 -6.94917  0.07
H -0.78889 4.94925 -5.04406  0.07
H -1.01412 3.21975 -5.35619  0.05
Cl 1.28063 -0.30888 4.25935  0.59
C 0.50146 1.23685 4.68074  -0.63
C -0.46272 1.09447 5.84739  -0.63
Cl -1.90529 0.14271 5.41559  0.57
H -0.00087 1.61865 3.78632  0.07
H 1.30315 1.93328 4.94380  0.07
H -0.81681 2.08151 6.15950  0.07
H 0.01418 0.61623 6.70878  0.07
Cl 4.03949 -4.42273 7.20639  0.55
C 3.30580 -4.93960 5.66739  -0.65
C 2.13319 -4.05927 5.26617  -0.66
Cl 0.73341 -4.26918 6.34779  0.57
H 3.00736 -5.98781 5.76880  0.07
H 4.09116 -4.88169 4.90792  0.08
H 1.79723 -4.32395 4.25914  0.01
H 2.40611 -2.99924 5.26598  0.05
Cl -3.19464 1.95650 2.77003  0.53
C -4.81597 2.07871 3.49826  -0.65
C -5.04432 3.42386 4.16863  -0.68
Cl -4.04626 3.62505 5.63039  0.52
H -4.93421 1.25069 4.20430  0.07
H -5.53755 1.93997 2.68770  0.07
H -6.08839 3.50932 4.48432  0.07
H -4.82491 4.25481 3.49074  0.03
Cl -2.29698 6.51252 3.17535  0.54
C -3.07615 8.05825 3.59674  -0.66
C -4.04033 7.91588 4.76339  -0.65
Cl -5.48290 6.96411 4.33159  0.56
H -3.57848 8.44006 2.70232  0.07
H -2.27445 8.75468 3.85980  0.07
H -4.39441 8.90292 5.07550  0.07
H -3.56342 7.43763 5.62479  0.07
Cl 9.63788 -3.31331 9.70922  0.53
C 8.23547 -3.78279 8.71584  -0.67
C 7.20577 -4.56878 9.51139  -0.67
Cl 7.79972 -6.18464 9.96918  0.53
H 8.60347 -4.35335 7.85727  0.07
H 7.78879 -2.85658 8.34227  0.07
H 6.30681 -4.72183 8.90682  0.02
H 6.91496 -4.04232 10.42594  0.07

Values from the calculation:
orbital gap = 6.18 eV
DFT total energy = -10521.2793 Eh
total charge = -1

***

Below is a molecular structure, C23H38N8O3S3SiZn at a distorted geometry, with properties calculated with ωB97M-V with the def2-TZVPD basis set.

Last column: Löwdin charge in e.
Atoms and positions in Å:
Zn 0.29212 -1.43729 -1.22529  0.14
S 1.18045 -2.00971 -3.31770  0.54
C 2.21467 -3.30353 -2.80581  -0.79
C 2.88558 -3.96962 -3.89061  -0.33
N 3.48285 -4.50658 -4.70002  0.12
C 2.50990 -3.62829 -1.49989  -0.78
S 1.96699 -2.78063 -0.11956  0.61
C 3.24529 -4.88963 -1.29172  -0.29
N 3.72825 -5.90010 -1.01530  0.11
C -2.71341 0.19036 -0.90387  -0.08
C -2.69546 -1.29804 -0.73974  -0.39
C -3.74837 -2.11947 -0.38101  -0.13
C -3.26616 -3.44339 -0.32775  -0.11
C -1.90666 -3.37797 -0.67152  -0.39
C -0.98067 -4.52674 -0.82685  -0.07
N -1.56861 -2.06345 -0.83870  -0.03
H -3.39495 0.67056 -0.15207  0.08
H -2.98554 0.56669 -1.89696  0.05
H -1.68651 0.56013 -0.71523  -0.02
H -4.78789 -1.84938 -0.20859  0.08
H -3.87748 -4.33582 -0.19781  0.07
H -1.50981 -5.46172 -0.97052  0.07
H -0.34439 -4.59144 -0.00556  0.02
H -0.28424 -4.34947 -1.65704  0.05
C 0.68053 4.73636 0.13371  -0.05
C -0.20431 3.74728 0.89242  -0.67
C -0.83080 4.41246 2.16673  -0.04
C -1.33365 3.25335 0.00890  -0.07
O 0.60913 2.70724 1.38774  -0.16
Si 0.69111 1.09627 0.97915  -0.22
S 0.86145 0.89162 -1.01887  0.41
O 1.80345 0.53821 2.01332  -0.16
C 3.22686 0.57036 2.18190  -0.61
C 3.58233 1.83621 2.95454  -0.04
C 3.53469 -0.68804 3.01720  -0.03
C 3.95359 0.51629 0.81252  -0.04
O -0.65902 0.34598 1.51837  -0.15
C -1.02852 -0.28357 2.71884  -0.66
C -0.70541 -1.74866 2.61877  -0.01
C -0.37466 0.36568 3.90970  -0.03
C -2.55289 -0.17157 2.90192  -0.03
H 0.12326 5.61674 -0.24674  0.08
H 1.16497 4.18970 -0.70770  0.08
H 1.54298 5.07916 0.78143  0.09
H -1.37837 5.34094 1.94338  0.07
H 0.00376 4.68919 2.91250  0.10
H -1.49859 3.67813 2.60654  0.07
H -2.12997 3.97047 -0.08743  0.08
H -1.76583 2.32658 0.41127  0.06
H -0.96451 3.03337 -0.96602  0.04
H 3.08255 1.85695 3.92087  0.08
H 3.29398 2.72912 2.39918  0.08
H 4.67509 1.84480 3.12880  0.08
H 2.99957 -0.70988 3.96841  0.07
H 4.61590 -0.73585 3.32096  0.09
H 3.33209 -1.59052 2.43642  0.06
H 3.60007 1.26562 0.09609  0.06
H 3.75061 -0.43475 0.32256  0.05
H 5.04472 0.63716 0.92137  0.08
H 0.33483 -1.82311 2.24146  0.08
H -1.38343 -2.23790 1.90409  0.09
H -0.81738 -2.17162 3.60246  0.08
H 0.69730 0.17384 3.91072  0.07
H -0.89139 0.05805 4.81432  0.08
H -0.51920 1.45964 3.80185  0.09
H -3.10100 -0.47561 1.99587  0.07
H -2.88097 0.85491 3.07243  0.08
H -2.93616 -0.81687 3.69020  0.08
N -1.72177 0.99637 -7.86649  0.07
N -1.68610 0.95750 -6.48985  -0.31
N -0.72490 1.40193 -5.66692  0.13
C -1.23132 1.09351 -4.50194  -0.21
N -2.46534 0.56195 -4.62860  0.02
N -2.75637 0.49375 -5.88927  0.03
H -2.68956 0.75462 -8.12320  0.09
H -1.00965 0.37269 -8.30592  0.11
H -0.71969 1.28846 -3.56084  0.08

Values from the calculation:
orbital gap = 5.83 eV
energy relative to the best compared isomer or geometry (same formula, charge and spin) = 11.91 kcal per mole
DFT total energy = -4826.6341 Eh
total charge = -2

***

Below is 3 unconnected molecules or ions with the total composition C23H39Br2N3O6, with properties calculated with ωB97M-V with the def2-TZVPD basis set.

Last column: Löwdin charge in e.
Atoms and positions in Å:
C -0.18262 1.18850 1.30317  -0.11
C -0.20424 0.46167 -0.04971  -0.72
Br 0.21886 -1.42185 0.18904  0.70
C -1.47405 0.77524 -0.86160  -0.66
Br -1.82139 -0.46788 -2.32748  0.78
N -2.67018 1.01162 -0.09347  0.00
C -3.34946 -0.00574 0.62790  -0.36
O -2.89981 -1.07284 0.92790  0.11
C -4.72689 0.51889 0.85158  -0.07
C -5.72587 0.05387 1.68424  0.01
C -6.92630 0.75071 1.67763  -0.05
C -7.11052 1.87276 0.86222  -0.05
C -6.09520 2.33873 0.03801  0.01
C -4.90416 1.63931 0.05581  -0.08
C -3.63464 1.89118 -0.66688  -0.35
O -3.40730 2.64727 -1.57206  0.13
H 0.77099 1.70495 1.42328  0.08
H -0.28969 0.49669 2.13704  0.04
H -0.96670 1.94173 1.36141  0.08
H 0.62483 0.81680 -0.65764  0.07
H -1.27853 1.71272 -1.38093  0.10
H -5.56473 -0.81515 2.30739  0.12
H -7.73925 0.42272 2.31245  0.11
H -8.06460 2.38233 0.88086  0.11
H -6.21894 3.20901 -0.59158  0.12
C 4.34475 -2.45682 6.63325  -0.12
O 3.61816 -3.26020 5.72667  -0.20
C 2.73293 -4.18552 6.34580  -0.22
C 1.30057 -3.87547 5.97444  -0.22
N 0.87530 -2.61636 6.56924  -0.05
C -0.43158 -2.14607 6.12586  -0.20
C -0.58206 -1.75603 4.66106  -0.22
O 0.17758 -0.61863 4.29523  -0.20
C 1.49368 -0.88051 3.84493  -0.11
H 5.01709 -1.83490 6.04496  0.09
H 3.68830 -1.80867 7.22437  0.08
H 4.94114 -3.06857 7.31769  0.09
H 2.85674 -4.16511 7.43242  0.12
H 2.98795 -5.18831 5.99128  0.12
H 0.65545 -4.67768 6.34465  0.12
H 1.23489 -3.87256 4.87710  0.11
H 1.56802 -1.90877 6.35769  0.08
H -0.69109 -1.27402 6.73124  0.12
H -1.17135 -2.92095 6.35197  0.12
H -1.62912 -1.48891 4.49418  0.12
H -0.35718 -2.58884 3.98464  0.11
H 1.56345 -1.84551 3.33736  0.08
H 2.22986 -0.84010 4.65317  0.08
H 1.74958 -0.10036 3.12744  0.07
C -0.44289 2.30974 -4.50096  -0.11
O 0.89058 1.96619 -4.16202  -0.20
C 1.16393 0.56654 -4.17187  -0.24
C 2.17053 0.23831 -5.25120  -0.21
N 1.58696 0.42398 -6.57229  -0.05
C 2.53124 0.30450 -7.67617  -0.20
C 3.63394 1.35120 -7.78008  -0.23
O 3.15919 2.65353 -8.06242  -0.18
C 2.84268 3.44788 -6.93569  -0.10
H -0.52852 3.39151 -4.41348  0.09
H -0.68841 2.01724 -5.52784  0.09
H -1.16113 1.83934 -3.82487  0.03
H 0.24756 -0.01069 -4.30850  0.08
H 1.58361 0.29834 -3.19695  0.12
H 2.48009 -0.80552 -5.14400  0.12
H 3.05557 0.86973 -5.08542  0.11
H 1.15213 1.33748 -6.60889  0.08
H 1.95794 0.33356 -8.60595  0.12
H 2.99982 -0.68370 -7.62303  0.12
H 4.27512 1.07267 -8.62076  0.12
H 4.26980 1.36884 -6.88653  0.11
H 3.48998 3.21371 -6.08581  0.09
H 1.80052 3.33134 -6.62471  0.07
H 2.99706 4.48992 -7.21575  0.09

Values from the calculation:
orbital gap = 7.99 eV
energy relative to the best compared isomer or geometry (same formula, charge and spin) = 0.00 kcal per mole
DFT total energy = -6663.4614 Eh
SMILES string = C[C@@H](Br)[C@@H](Br)N1C(=O)c2ccccc2C1=O.COCCNCCOC.COCCNCCOC

***

> Among the records above, which one has the highest DFT total energy?

C23H38N8O3S3SiZn